[1]
C5H5NO | ωB97M-V with the def2-TZVPD basis set

Calculated values
* HOMO level: -9.813 eV
* multiplicity: 1
* energy relative to the best compared isomer or geometry (same formula, charge and spin): 3.559 eV
* SMILES: C=CC#N.C#CO
* Kohn-Sham gap: 10.18 eV
* LUMO: 0.366 eV

Structure (XYZ):
```
12
Properties=species:S:1:pos:R:3:nbo_charge:R:1
O -1.6843 1.7118 -0.4158 -0.659
C -0.6956 -1.9739 0.3202 -0.297
C 0.2483 -1.2144 -0.2262 -0.319
C -0.3938 1.9455 -0.3128 0.288
C 0.7972 2.0998 -0.2457 -0.382
C 1.5546 -1.0707 0.3633 0.260
N 2.6094 -0.9521 0.8255 -0.315
H -2.1733 2.4851 -0.1016 0.505
H -0.5184 -2.5326 1.2353 0.209
H -1.6754 -2.0561 -0.1416 0.209
H 0.0758 -0.6457 -1.1362 0.247
H 1.8554 2.2032 -0.1644 0.253
```

=====

[2]
CH5O2 | ωB97M-V with the def2-TZVPD basis set

Calculated values
* HOMO level: -16.083 eV
* multiplicity: 1
* total charge: +1
* energy relative to the best compared isomer or geometry (same formula, charge and spin): 1.135 eV
* Kohn-Sham gap: 11.10 eV
* LUMO: -4.979 eV

Structure (XYZ):
```
8
Properties=species:S:1:pos:R:3:nbo_charge:R:1
O -0.6799 0.2294 -1.5400 -0.839
H -1.0137 1.0953 -1.8320 0.594
H 0.0815 0.4213 -0.8287 0.554
H -1.0141 -0.6531 -1.2538 0.595
O 0.9935 -0.0228 0.2068 -0.589
C 0.6348 -0.2725 1.3363 0.381
H 0.8047 0.4142 2.1905 0.154
H 0.1933 -1.2119 1.7209 0.151
```

=====

[3]
C7H14NO | ωB97M-V with the def2-TZVPD basis set

Calculated values
* HOMO level: -14.502 eV
* multiplicity: 1
* total charge: +1
* energy relative to the best compared isomer or geometry (same formula, charge and spin): 3.903 eV
* Kohn-Sham gap: 10.12 eV
* LUMO: -4.383 eV

Structure (XYZ):
```
23
Properties=species:S:1:pos:R:3:nbo_charge:R:1
C 0.5751 0.6517 -2.3123 -0.053
C 0.4343 0.7772 -1.1044 -0.181
C 1.4930 0.8396 2.3574 -0.603
C 2.7389 0.3564 0.2107 -0.636
C -2.9631 -1.6266 -0.9341 -0.435
C 1.4556 0.1589 1.0389 -0.323
C 0.2395 0.4272 0.2500 0.575
N -2.7524 -0.2102 -1.0178 -0.736
O -0.8446 0.2161 0.7898 -0.558
H 0.7580 0.7731 -3.4048 0.281
H 1.7992 1.8758 2.4552 0.242
H 0.6766 0.4541 2.8504 0.229
H 2.4499 0.3464 2.8197 0.230
H 2.9566 -0.4541 -0.5212 0.232
H 2.7222 1.3997 -0.2096 0.222
H 3.7492 0.3530 0.8012 0.246
H -1.9437 -2.0744 -1.1616 0.227
H -3.2600 -1.7550 0.1426 0.229
H 1.3254 -0.9157 1.2100 0.250
H -2.3458 0.1538 -1.8891 0.431
H -1.9388 0.0099 -0.1499 0.467
H -3.5019 0.3230 -0.6563 0.423
H -3.8234 -2.0796 -1.5649 0.244
```

=====

[4]
C35H48AsO2P3Ru | ωB97M-V with the def2-TZVPD basis set

Calculated values
* HOMO level (spin up / spin down): -17.575 / -17.460 eV
* multiplicity: 5
* total charge: +4
* energy relative to the best compared isomer or geometry (same formula, charge and spin): 0.000 eV
* Kohn-Sham gap (spin up / spin down): 8.23 / 3.10 eV
* LUMO (spin up / spin down): -9.348 / -14.362 eV

Structure (XYZ):
```
90
Properties=species:S:1:pos:R:3:lowdin_charge:R:1
P -3.5529 -1.0987 -0.8251 1.053
C -3.4246 -2.9375 -0.9266 -0.218
H -4.4191 -3.3648 -1.1365 0.089
H -3.0251 -3.3251 0.0354 0.040
H -2.7170 -3.1809 -1.7480 0.063
C -5.2124 -0.8582 -0.0708 -0.213
H -5.5927 0.1211 -0.4063 0.064
H -5.0820 -0.8437 1.0257 0.041
H -5.8962 -1.6692 -0.3648 0.090
C -3.8994 -0.6976 -2.6104 -0.208
H -4.8612 -0.1537 -2.7432 0.080
H -3.9244 -1.6442 -3.1797 0.075
H -3.0580 -0.0599 -2.9761 0.022
P 2.6313 1.8918 -4.1272 0.895
C 3.7376 0.4583 -3.8435 -0.237
H 4.5587 0.3900 -4.5751 0.079
H 3.1144 -0.4515 -3.8955 0.048
H 4.1534 0.5501 -2.8260 0.048
C 2.1157 1.7676 -5.8790 -0.234
H 1.4338 2.6087 -6.0945 0.049
H 1.5642 0.8226 -6.0089 0.057
H 2.9640 1.7955 -6.5812 0.079
C 3.7404 3.3465 -4.0698 -0.235
H 4.4699 3.3612 -4.8946 0.079
H 4.2803 3.3555 -3.1073 0.059
H 3.0963 4.2409 -4.1225 0.045
P -0.4725 2.0736 2.9886 1.015
C 0.5469 1.6057 4.4562 -0.220
H 0.7968 2.5248 5.0186 0.088
H 1.4614 1.1005 4.1103 0.030
H -0.0402 0.9037 5.0802 0.071
C 0.4599 3.5862 2.4471 -0.220
H 1.1121 3.9336 3.2656 0.079
H -0.2328 4.3969 2.1696 0.055
H 1.0755 3.3390 1.5609 0.028
C -1.9206 2.8902 3.7950 -0.219
H -1.5915 3.7999 4.3224 0.091
H -2.4026 2.1891 4.4975 0.067
H -2.6426 3.1575 3.0092 0.054
Ru -0.2527 2.4753 -2.0030 0.969
C -0.0493 0.5978 -2.5482 -0.244
O 0.0980 -0.5065 -2.9018 0.072
C 1.4393 2.1228 -1.0900 -0.261
O 2.4222 1.8581 -0.5029 0.047
C -0.0858 4.5297 -2.1143 -0.185
C -1.0253 4.2258 -1.1245 -0.173
C -2.0702 3.3404 -1.3861 -0.181
C -2.2297 2.8272 -2.6719 -0.173
C -1.2902 3.1148 -3.6702 -0.182
C -0.2518 4.0262 -3.4146 -0.143
H 0.7873 5.1132 -1.8345 0.145
H -0.9003 4.6315 -0.1277 0.115
H -2.7090 3.0081 -0.5766 0.117
H -3.0448 2.1451 -2.8790 0.113
H -1.3585 2.5826 -4.6161 0.143
H 0.4468 4.2968 -4.1990 0.123
C 2.3529 -4.5769 -1.4409 -0.022
C 0.9606 -4.5188 -1.2836 -0.036
C 0.3842 -3.5197 -0.4869 -0.121
C 1.2081 -2.6011 0.1827 -0.386
C 2.6006 -2.6475 0.0073 -0.095
C 3.1710 -3.6372 -0.7991 -0.035
As 0.4202 -1.1502 1.2612 1.399
C -1.0546 -2.1923 2.0665 -0.441
C -2.1955 -1.4570 2.4432 -0.180
C -3.2581 -2.1064 3.0787 -0.076
C -3.1983 -3.4870 3.3125 -0.030
C -2.0654 -4.2110 2.9350 -0.025
C -0.9879 -3.5609 2.3187 -0.120
C 1.6965 -1.3142 2.7629 -0.363
C 1.3993 -1.9912 3.9485 -0.052
C 2.3727 -2.1015 4.9477 0.003
C 3.6354 -1.5377 4.7690 0.030
C 3.9257 -0.8335 3.5953 -0.007
C 2.9446 -0.6750 2.6113 -0.119
H 2.7983 -5.3545 -2.0644 0.131
H 0.3148 -5.2493 -1.7763 0.125
H -0.7006 -3.4791 -0.3684 0.072
H 3.2444 -1.9280 0.5157 0.085
H 4.2577 -3.6688 -0.9188 0.128
H -2.2470 -0.3850 2.2377 0.056
H -4.1262 -1.5285 3.3950 0.116
H -4.0342 -3.9905 3.8013 0.132
H -2.0007 -5.2857 3.1215 0.134
H -0.0876 -4.1261 2.0568 0.124
H 0.4112 -2.4397 4.0910 0.110
H 2.1255 -2.6409 5.8712 0.143
H 4.3975 -1.6397 5.5466 0.148
H 4.9160 -0.3995 3.4366 0.137
H 3.1479 -0.0795 1.7151 0.104
```

=====

[5]
C24H45F4N4O4S2 | ωB97M-V with the def2-TZVPD basis set

Calculated values
* HOMO level: -9.811 eV
* multiplicity: 1
* total charge: +1
* Kohn-Sham gap: 7.19 eV
* LUMO: -2.616 eV

Structure (XYZ):
```
83
Properties=species:S:1:pos:R:3:lowdin_charge:R:1
C 1.9859 -3.6272 4.0635 -0.083
C 1.4907 -2.1892 3.8424 -0.236
C 2.5828 -1.1605 3.5121 -0.156
C 3.4048 -1.4558 2.2608 -0.122
O 2.9307 -0.7496 1.0847 -0.036
N 1.6961 -1.2362 0.6522 -0.002
C 0.7085 -0.1580 0.3492 -0.246
N 0.5587 0.7601 1.4400 0.203
C 1.1711 1.8323 1.3853 -0.235
O 1.7112 2.8441 1.4139 0.256
C -0.5080 -0.9942 -0.0083 -0.244
C -1.6513 -0.1335 -0.5380 -0.172
C -2.8007 0.0428 0.4635 -0.176
C -3.2915 -1.2464 1.1421 -0.206
C -3.4539 -2.4636 0.2165 -0.191
C -4.8783 -2.6183 -0.3694 -0.279
N -5.7161 -3.6628 0.2236 -0.008
C 0.1378 -2.0893 -0.9431 -0.501
S -0.3653 -1.9661 -2.6663 0.908
C 1.6852 -2.1177 -0.5964 -0.349
C 2.1831 -3.5123 -0.1937 -0.126
C 2.0598 -4.6197 -1.2636 -0.077
C 1.6628 -5.9381 -0.6747 -0.212
F 0.5764 -6.5177 -1.2052 0.097
C 2.2669 -6.5410 0.3368 -0.333
F 3.3445 -6.0445 0.9094 0.155
F 1.8926 -7.6504 0.8996 0.193
S 2.7747 -1.4088 -1.8691 0.672
O 2.7565 -2.2816 -2.9843 -0.211
O 2.5697 -0.0044 -1.9521 -0.206
F 4.1277 -1.6476 -1.1325 -0.104
H 1.2427 -4.3502 3.7213 0.076
H 2.1698 -3.8295 5.1172 0.083
H 2.9089 -3.8548 3.5270 0.063
H 0.6956 -2.1880 3.0833 0.086
H 0.9942 -1.8573 4.7558 0.118
H 3.2406 -1.0324 4.3714 0.130
H 2.0996 -0.1915 3.3561 0.106
H 3.4556 -2.5257 2.0508 0.103
H 4.4332 -1.1117 2.3613 0.148
H 1.2941 -1.8445 1.3790 0.151
H 1.0189 0.3367 -0.5688 0.149
H -0.8025 -1.5117 0.9114 0.138
H -2.0410 -0.5325 -1.4726 0.070
H -1.2608 0.8596 -0.7857 0.124
H -3.6360 0.5118 -0.0599 0.119
H -2.5016 0.7490 1.2435 0.110
H -2.6648 -1.4925 2.0031 0.098
H -4.2771 -1.0242 1.5616 0.114
H -3.2532 -3.3665 0.8046 0.107
H -2.7239 -2.4689 -0.5972 0.078
H -5.4163 -1.6773 -0.2264 0.108
H -4.8228 -2.8073 -1.4425 0.108
H -5.2500 -4.5613 0.1359 0.065
H -5.7929 -3.5029 1.2244 0.067
H -0.2244 -3.0534 -0.5834 0.114
H -0.3025 -3.2696 -2.9457 -0.099
H 1.6157 -3.8262 0.6905 0.135
H 3.2255 -3.4403 0.1157 0.115
H 1.3344 -4.3614 -2.0306 0.100
H 3.0195 -4.7293 -1.7721 0.140
C -2.9992 6.0014 -1.7686 -0.088
C -1.6512 5.4309 -1.3556 -0.281
N -0.6143 5.6367 -2.3502 -0.201
C 0.5834 4.8609 -2.1022 -0.251
C 1.4001 5.1567 -0.8368 -0.089
C -0.4075 7.0152 -2.7673 -0.242
C -0.0505 8.0463 -1.6889 -0.078
H -3.3024 5.6123 -2.7411 0.081
H -3.7574 5.7232 -1.0357 0.073
H -2.9850 7.0896 -1.8223 0.067
H -1.7579 4.3488 -1.2225 0.107
H -1.3839 5.8390 -0.3670 0.102
H 1.2347 4.9508 -2.9756 0.114
H 0.2778 3.8066 -2.0732 0.099
H 1.9706 6.0802 -0.9198 0.061
H 2.1192 4.3526 -0.6757 0.054
H 0.7711 5.2212 0.0514 0.063
H -1.3137 7.3498 -3.2760 0.102
H 0.3659 7.0120 -3.5388 0.115
H -0.6777 7.9434 -0.8023 0.067
H -0.2048 9.0525 -2.0813 0.074
H 0.9911 7.9791 -1.3781 0.056
```

=====

Among the records above, which one has the highest multiplicity?
C35H48AsO2P3Ru

=====

Which formula does entry 1 have?
C5H5NO